An isolated ion of composition C3H6NO2S and charge -1 in a non-equilibrium geometry, computed with ωB97M-V/def2-TZVPD.

Element x y z (Å)
O  0.09  2.43  1.06
C  0.00  1.78  0.02
O  0.11  2.10  -1.14
C  -0.55  0.11  0.23
C  0.60  -0.69  -0.42
S  0.25  -2.50  -0.75
N  -0.65  -0.13  1.61
H  -1.48  -0.18  -0.29
H  0.94  -0.13  -1.27
H  1.50  -0.69  0.26
H  -0.97  -2.53  -0.30
H  -1.44  0.36  2.17
H  0.10  0.59  1.87

## Properties
HOMO-LUMO gap = 6.96 eV
DFT total energy = -721.37046 Eh
SMILES = N[C@H](CS)C(=O)[O-]
2S+1 = 1
LUMO energy = 3.30 eV
charge = -1